[1]
Formula: C3H11NOS2
Source: the Open Molecules 2025 dataset
Level of theory: wB97M-V/def2-TZVPD

Output
Relative energy (zero: lowest compared OMol25 entry of this formula, charge and spin) (kJ/mol): 207.1
Molar mass (g/mol): 141.261
2S+1: 1
Max |F| (eV Å⁻¹): 5.87
Calculated total energy (eV): -28495.45004
HOMO level (eV): -8.23
SMILES string: CNCCSS.O

Last column: natural (NBO) charge in e.
Geometry (Å):
S 0.8396 -2.7872 -0.3074  -0.1553
S -0.9105 -2.8977 0.8401  0.1348
C -2.0296 -1.6456 0.2371  -0.5807
C -2.4720 -0.4048 0.9891  -0.2452
N -1.3019 0.3364 1.4539  -0.6665
C -0.7848 1.2702 0.4121  -0.4114
H 1.0237 -1.5061 -0.6713  0.1306
H -1.4387 -1.3659 -0.6950  0.2262
H -3.0552 -2.0450 -0.0067  0.2243
H -3.1914 -0.6174 1.8072  0.2015
H -3.1307 0.3804 0.4812  0.1922
H -1.2290 0.5474 2.4273  0.3817
H -0.4174 0.7554 -0.3797  0.1844
H 0.0901 1.6442 0.9622  0.2053
H -1.4957 2.0926 0.2651  0.1781
H 6.5226 1.6461 -3.3340  0.4814
H 6.2047 2.6682 -2.0429  0.4843
O 6.7762 1.9287 -2.4383  -0.9656



[2]
Formula: CH2S2
Source: the Open Molecules 2025 dataset
Level of theory: wB97M-V/def2-TZVPD

Output
Relative energy (zero: lowest compared OMol25 entry of this formula, charge and spin) (kJ/mol): 31.2
Molar mass (g/mol): 78.161
2S+1: 1
Max |F| (eV Å⁻¹): 1.81
Calculated total energy (eV): -22738.81110
HOMO level (eV): -9.04
SMILES string: S=CS

Last column: natural (NBO) charge in e.
Geometry (Å):
C -0.4144 0.4199 -0.0161  -0.4788
S 1.2141 -0.2023 -0.0175  0.1090
S -1.9394 -0.1993 0.0072  0.0370
H -0.1411 1.4857 -0.0494  0.2055
H 1.2807 -1.5041 0.0757  0.1273



[3]
Formula: C6H7NO
Source: the Open Molecules 2025 dataset
Level of theory: wB97M-V/def2-TZVPD

Output
Relative energy (zero: lowest compared OMol25 entry of this formula, charge and spin) (kJ/mol): 335.6
Molar mass (g/mol): 109.128
2S+1: 1
Max |F| (eV Å⁻¹): 6.13
Calculated total energy (eV): -9869.17915
HOMO level (eV): -9.21

Last column: natural (NBO) charge in e.
Geometry (Å):
C -0.3899 -1.2637 1.4419  0.4356
C -0.4857 -0.1448 0.3273  -0.2663
C 0.2982 -0.3666 -1.1077  -0.0693
C 0.6117 0.9433 0.2890  -0.1205
C 0.0617 1.7490 -0.8489  -0.2031
C -0.2823 0.8879 -1.7449  -0.2462
H 0.6671 -1.6404 1.5749  0.1240
H -1.4698 0.2288 0.1985  0.2156
H 0.2395 -1.1985 -1.8230  0.2112
H 2.1663 0.3169 -1.0726  0.3482
H 0.9098 1.3754 1.2797  0.2137
H 0.0881 2.8984 -0.7251  0.2272
H -0.6675 1.0953 -2.7512  0.2340
N 1.4561 -0.0424 -0.3695  -0.5957
O -1.3760 -1.7013 1.9706  -0.5083



[4]
Formula: C14H25CdN3O3
Source: the Open Molecules 2025 dataset
Level of theory: wB97M-V/def2-TZVPD

Output
Molar mass (g/mol): 395.784
Charge: +2
2S+1: 1
Max |F| (eV Å⁻¹): 2.55
Calculated total energy (eV): -30083.25286
HOMO level (alpha / beta) (eV): -13.23 / -13.23

Last column: natural (NBO) charge in e.
Geometry (Å):
C -1.0624 2.9143 -2.1951  -0.5184
C -1.6150 2.6076 -3.4775  0.2905
H -1.6092 3.6055 -1.5554  0.2412
H 0.0582 2.9366 -2.0997  0.2851
C -1.3927 1.2718 -3.9081  -0.1257
C -0.9886 0.3273 -2.9998  -0.1682
H -0.5170 0.6526 -2.0747  0.2226
H -1.0209 -0.7536 -3.1854  0.2094
C -2.3345 3.4917 -4.4176  -0.6903
H -2.6698 4.3734 -3.9093  0.2491
H -3.2101 2.9916 -4.8238  0.2578
H -1.6810 3.8299 -5.2142  0.2839
C -1.5381 0.8067 -5.3550  -0.6491
H -0.8951 1.3964 -6.0433  0.2447
H -2.5779 0.8603 -5.7208  0.2360
H -1.2672 -0.2689 -5.4198  0.2340
Cd 2.0334 -0.2894 2.3860  1.6744
O 0.5784 0.3603 0.8387  -0.8158
C -0.5667 -0.1500 0.5889  0.6290
O 0.9259 -2.2656 2.2923  -0.7611
C -0.1881 -2.4078 1.7478  0.9305
O -0.8506 -3.5424 1.9454  -0.4239
N -0.8634 -1.5294 0.8826  -0.4706
C -2.1420 -3.4277 1.2751  -0.0929
C -2.0960 -2.2082 0.3992  -0.2491
H -2.9314 -3.3645 2.0336  0.2157
H -2.3090 -4.3415 0.7044  0.2278
H -2.9979 -1.6063 0.6061  0.2450
H -2.0081 -2.5258 -0.6702  0.2248
C -1.5251 0.5033 -0.2141  -0.4565
C -1.6423 1.8679 -0.5857  -0.3358
H -2.2115 -0.1738 -0.6918  0.2141
H -1.2595 2.4943 0.2790  0.2347
H -2.6882 2.1525 -0.8084  0.2265
N 4.1673 -1.1454 2.5706  -0.9445
C 4.6592 -1.3389 3.9758  -0.2535
C 3.9498 -0.3719 4.8907  -0.2424
N 2.4581 -0.5026 4.6371  -0.9452
H 4.2571 -2.0387 2.0978  0.4164
H 4.8041 -0.5290 2.0528  0.4067
H 4.5237 -2.3825 4.3099  0.2292
H 5.7327 -1.1471 4.0179  0.2371
H 4.1760 -0.5927 5.9439  0.2378
H 4.2499 0.6759 4.7138  0.2166
H 2.1090 -1.4082 4.9660  0.4113
H 1.9764 0.1922 5.2143  0.4111



[5]
Formula: C3O9Zn2
Source: the Open Molecules 2025 dataset
Level of theory: wB97M-V/def2-TZVPD

Output
Relative energy (zero: lowest compared OMol25 entry of this formula, charge and spin) (kJ/mol): 1386.4
Molar mass (g/mol): 310.804
Charge: -2
2S+1: 1
Max |F| (eV Å⁻¹): 12.49
Calculated total energy (eV): -118352.76886
HOMO level (eV): 0.48

Last column: natural (NBO) charge in e.
Geometry (Å):
Zn -3.4112 -0.1380 2.5296  0.0115
Zn 1.0808 -0.2390 0.3607  0.0446
C -2.1545 -3.2006 0.5810  0.8223
O -1.4667 -2.6918 1.4150  -0.4673
O -3.2957 -2.9036 0.8329  -0.6132
O -1.7756 -2.5227 -0.3929  -0.4750
C 4.5821 0.2104 -1.7400  0.8354
O 4.6642 1.1901 -2.4738  -0.5218
O 4.3481 0.2230 -0.5623  -0.5826
O 3.5035 -0.2008 -2.2324  -0.4077
C -1.5565 2.9373 0.3831  0.8290
O -2.6936 2.4765 0.3731  -0.5598
O -0.7041 2.5801 -0.4192  -0.4999
O -1.1209 2.2790 1.3451  -0.4154



[6]
Formula: C3H8NO3PS
Source: the Open Molecules 2025 dataset
Level of theory: wB97M-V/def2-TZVPD

Output
Relative energy (zero: lowest compared OMol25 entry of this formula, charge and spin) (kJ/mol): 145.8
Molar mass (g/mol): 169.142
Charge: -2
2S+1: 1
Max |F| (eV Å⁻¹): 3.15
Calculated total energy (eV): -30996.85696
HOMO level (eV): 1.30

Last column: natural (NBO) charge in e.
Geometry (Å):
C -1.2904 1.3546 -1.3225  -0.5366
C -0.9251 -0.4875 0.4041  -0.7229
C -1.0531 0.0606 -1.0252  -0.1005
N 1.9118 -1.1606 1.3582  -1.3717
O 2.9038 -3.7094 1.4344  -1.0541
O 0.9664 -3.1457 -0.0789  -1.2382
O 0.5302 -3.1060 2.3854  -1.2307
P 1.4113 -2.7253 1.2852  2.4137
S 2.1320 -0.4705 2.9381  -0.0532
H -1.2527 1.7631 -2.3915  0.1671
H -1.4840 1.9859 -0.4739  0.1782
H 1.7038 -1.6348 3.4540  0.1349
H 0.2139 -0.5122 0.4182  0.3392
H -1.2272 -1.5738 0.3549  0.2419
H -1.4954 0.0048 1.2551  0.1945
H -0.9978 -0.6730 -1.8377  0.1881
H 3.0612 -3.4475 0.5378  0.4503